[1]
C23H40BiCl3N4O3Si | ωB97M-V/def2-TZVPD

Structure (XYZ):
```
75
C23H40BiCl3N4O3Si, DFT ωB97M-V/def2-TZVPD
C -2.27573 -2.34131 -5.10902
C -1.38688 -2.55044 -3.90979
H -2.53986 -3.36147 -5.45171
H -1.79984 -1.77418 -5.93576
H -3.21862 -1.87515 -4.78709
C -0.75070 -3.71910 -3.84484
C -0.62636 -4.71193 -4.95969
H -0.33303 -4.12660 -2.93074
H -0.08103 -4.35250 -5.85004
H -1.59541 -5.05645 -5.36324
H -0.08134 -5.61125 -4.62388
Bi 1.03694 1.89726 1.26152
Cl -1.41475 1.82129 0.90316
Cl 1.37780 3.93519 -0.19222
H 0.83723 6.71773 3.66152
H -1.80336 7.13026 2.75591
C 0.94159 6.24927 2.67575
C -1.39343 6.64627 1.85685
N -0.33504 5.71763 2.21974
H 1.68323 5.44624 2.73984
C -0.63136 4.43719 2.48584
O 0.14204 3.68746 3.14689
H -2.18698 6.08023 1.35326
H -1.55535 4.03945 2.03083
H 1.27782 7.01306 1.97460
H -0.98865 7.41815 1.19519
H 2.53022 -0.92716 -3.49924
H 2.28403 -3.82858 -2.97914
C 3.39774 -1.11335 -2.84507
C 3.19280 -3.55267 -2.42226
N 3.08863 -2.19012 -1.90527
H 3.64803 -0.20383 -2.29387
C 3.23488 -2.02016 -0.53748
O 3.82147 -1.12668 0.04838
H 3.31321 -4.23993 -1.57041
H 2.72249 -2.86715 -0.00515
H 4.23227 -1.43852 -3.48080
H 4.05383 -3.62391 -3.10305
O -0.57017 -0.28411 -2.96098
C -1.43405 -1.46644 -2.82081
C 0.06288 -2.75298 -1.24949
C -1.15632 -2.11705 -1.47120
H 0.82108 -2.71802 -2.03026
C 0.24600 -3.57480 -0.13523
H -2.45575 -1.06767 -2.79636
C -2.16632 -2.10845 -0.50812
H 1.15285 -4.17466 -0.02566
C -0.79142 -3.63524 0.78984
C -1.93766 -2.85739 0.64266
H -3.10281 -1.60593 -0.72869
H -0.66505 -4.30219 1.63317
H -2.73024 -2.90092 1.38382
Si -0.77148 1.12047 -3.80850
Cl 1.37465 -0.06546 0.02168
C 0.90249 2.02205 -3.89275
C -1.54248 2.42781 -2.68540
C -1.40181 0.85456 -5.52703
H 1.35237 2.08692 -2.88055
H 0.65981 3.05029 -4.23380
H 1.61870 1.55818 -4.59113
H -0.66407 0.25828 -6.08778
H -1.50373 1.76714 -6.14283
H -2.38690 0.37544 -5.62658
H -2.13339 2.00356 -1.85995
H -2.14846 3.08868 -3.33600
H -0.72215 3.00092 -2.20344
N 1.47396 -1.13393 2.73566
C 1.04782 -2.09458 3.58365
C -0.30444 -1.82458 3.84589
C -0.63605 -0.69679 3.05640
N 0.48259 -0.23893 2.48405
H 2.31455 -1.13796 2.15002
H 1.72178 -2.83696 3.97554
H -0.96814 -2.33713 4.49243
H -1.58044 -0.22116 2.86460
```

Output
Lowest unoccupied orbital energy = 0.349 eV
Energy above the lowest of the compared OMol25 structures with the same formula, charge and spin = 78.6 kJ/mol
Gap between HOMO and LUMO = 8.98 eV



[2]
C23H27EuN2O8S | ωB97M-V/def2-TZVPD

Structure (XYZ):
```
62
C23H27EuN2O8S, DFT ωB97M-V/def2-TZVPD
Eu 0.16877 0.15282 -0.10238
O -1.42148 -1.97924 -0.29593
C -0.89925 -3.31688 -0.38219
C 0.52189 -3.23300 -0.87562
N 1.28606 -2.19081 -0.17953
C 2.61284 -2.03697 -0.79394
C 3.16493 -0.63125 -0.62133
O 4.27204 -0.37549 -1.03812
O 2.32887 0.20050 -0.05697
C 1.39068 -2.43985 1.27979
C 0.15745 -1.90854 2.02600
O -0.55826 -2.65596 2.65938
O -0.04510 -0.62340 1.85650
H -2.03666 -1.94144 0.45069
H -1.49357 -3.90015 -1.08565
H -0.95364 -3.78214 0.60022
H 0.53018 -2.97286 -1.93124
H 0.99579 -4.21503 -0.75515
H 2.52557 -2.20188 -1.86604
H 3.33886 -2.75259 -0.39993
H 2.25288 -1.89002 1.65321
H 1.51169 -3.50093 1.50581
C -2.55123 3.65973 3.10742
C -1.81360 2.32354 2.98906
C -0.30246 2.54580 2.99677
C -2.31045 1.56120 1.77762
C -3.08299 0.41549 1.94070
C -3.65245 -0.22694 0.85400
C -3.46152 0.23960 -0.44584
C -4.07895 -0.44944 -1.63339
C -2.69066 1.38281 -0.61422
C -2.12007 2.03464 0.47966
H -2.24845 4.18116 4.01845
H -3.63381 3.52030 3.13526
H -2.31479 4.30650 2.25832
H -2.07194 1.71927 3.86216
H 0.00239 3.20805 2.18278
H 0.24214 1.60527 2.90570
H -0.00108 3.01370 3.93573
H -3.24233 0.02312 2.93937
H -4.26782 -1.10840 1.01766
H -3.32407 -0.66205 -2.39246
H -4.84571 0.17809 -2.09276
H -4.54364 -1.39250 -1.34477
H -2.59596 1.81490 -1.60038
H -1.60952 2.97681 0.31981
O 0.32292 4.02726 -1.88126
S 0.83694 2.75245 -1.50485
O 0.95252 2.49595 -0.06188
N -0.04499 1.48123 -2.00919
C 0.75324 0.54398 -2.57828
O 0.43428 -0.65204 -2.53956
C 2.07668 1.09578 -3.00629
C 3.05270 0.51414 -3.78430
C 4.24481 1.20989 -3.95550
C 4.45283 2.43904 -3.33942
C 3.47313 3.02436 -2.54379
C 2.29295 2.33076 -2.40665
H 2.89076 -0.45805 -4.23329
H 5.03245 0.77975 -4.56059
H 5.39938 2.94775 -3.46996
H 3.63563 3.97545 -2.05265
```

Output
Lowest unoccupied orbital energy (spin up / spin down) = -0.387 / -0.178 eV
Energy above the lowest of the compared OMol25 structures with the same formula, charge and spin = 86.9 kJ/mol
Gap between HOMO and LUMO (spin up / spin down) = 8.88 / 9.10 eV
Multiplicity = 7
Expectation value of S² = 12.014



[3]
C24H71NO29P8 | ωB97M-V/def2-TZVPD

Structure (XYZ):
```
133
C24H71NO29P8, DFT ωB97M-V/def2-TZVPD
C -5.37342 -0.95889 -3.11866
C -4.17734 -1.55335 -3.93215
C -3.85526 -2.98469 -3.30511
C -2.85506 -0.72357 -3.88701
C -2.06358 -1.06961 -5.22520
C -3.02353 0.82548 -3.86857
O -2.00238 1.37343 -2.98131
O -2.51335 1.08846 -1.67768
P -1.45644 1.63096 -0.51458
O -0.84542 2.97193 -0.77268
O -2.34692 1.67061 0.89901
O -0.27131 0.47271 -0.25727
P 0.74730 0.88120 1.04258
N 2.24432 0.45722 0.74347
H -6.02528 -0.41996 -3.85201
H -6.01729 -1.69851 -2.61499
H -5.06519 -0.17960 -2.38900
H -4.47246 -1.76779 -4.97803
H -3.71500 -3.72603 -4.11332
H -4.66879 -3.33569 -2.64120
H -2.93613 -2.97131 -2.68335
H -2.17849 -1.07159 -3.07938
H -1.37796 -1.92535 -5.10300
H -2.75894 -1.21413 -6.07875
H -1.43044 -0.18113 -5.45775
H -3.98767 1.20136 -3.47642
H -2.84244 1.30360 -4.84926
H -3.26712 1.48997 0.66417
H 0.69242 2.28964 1.26078
H 0.29007 0.25947 2.24477
H 2.31930 -0.00585 -0.15914
C 3.49903 1.03290 3.63327
O 3.35076 1.46511 4.99210
P 3.75658 0.49406 6.18653
O 3.58930 1.07716 7.52821
O 5.24457 0.04033 5.83092
C 6.25248 1.05649 5.85340
O 2.90503 -0.82481 5.90304
C 2.51988 -1.60907 7.03548
H 4.19256 1.70526 3.12858
H 3.87567 0.01307 3.55851
H 2.53450 1.08852 3.13513
H 6.02806 1.82776 6.59224
H 6.33154 1.51302 4.86430
H 7.20767 0.59741 6.10355
H 1.63742 -1.16858 7.50025
H 3.32530 -1.67412 7.76728
H 2.27521 -2.61269 6.69129
C -7.12007 -4.51481 -9.77064
O -6.12662 -4.37508 -8.75462
P -4.85750 -3.44560 -9.00693
O -3.93461 -3.36079 -7.86500
O -5.48027 -2.04808 -9.47360
C -6.24605 -1.32650 -8.50920
O -4.23153 -4.02015 -10.35580
C -2.81660 -3.88984 -10.52709
H -8.07198 -4.15623 -9.37758
H -6.87483 -3.95302 -10.67263
H -7.21823 -5.56957 -10.02442
H -5.88241 -1.50161 -7.49492
H -7.29468 -1.62371 -8.57627
H -6.16895 -0.26367 -8.73226
H -2.30970 -4.68587 -9.98129
H -2.46050 -2.92095 -10.17655
H -2.58842 -3.98630 -11.58719
C -1.41585 -8.64278 -5.98686
O -1.87724 -7.39747 -5.46424
P -0.91483 -6.51353 -4.55217
O -1.50131 -5.23823 -4.11420
O 0.42541 -6.37571 -5.41382
C 0.33605 -5.63842 -6.63296
O -0.48315 -7.50959 -3.38476
C -0.18510 -6.93166 -2.10936
H -1.44128 -8.59335 -7.07609
H -0.40032 -8.87808 -5.66635
H -2.08611 -9.43444 -5.65405
H -0.41023 -4.84426 -6.56876
H 0.07927 -6.31401 -7.45195
H 1.30791 -5.19286 -6.83883
H -1.11346 -6.74127 -1.57073
H 0.37479 -6.00223 -2.21437
H 0.41439 -7.64156 -1.54206
C 3.61632 8.38889 6.91156
O 4.53460 7.56223 6.19848
P 4.03741 6.18201 5.57164
O 5.07547 5.44921 4.82904
O 2.75055 6.58407 4.70856
C 2.96805 7.41753 3.57170
O 3.40336 5.41295 6.81112
C 3.45484 3.97515 6.78378
H 3.54735 9.35144 6.40295
H 2.62080 7.94797 6.97255
H 3.99634 8.54919 7.91993
H 3.94646 7.23726 3.12312
H 2.88947 8.46680 3.86532
H 2.19746 7.20256 2.83316
H 4.43977 3.64288 7.10790
H 3.24778 3.59206 5.78878
H 2.70907 3.58608 7.47223
C 13.25009 1.73289 6.52375
O 12.02643 1.04826 6.25596
P 10.80765 1.17296 7.27495
O 9.59656 0.45016 6.85757
O 10.61665 2.74843 7.46818
C 10.18646 3.49498 6.32847
O 11.43335 0.71897 8.66866
C 10.54990 0.10270 9.61222
H 13.44115 2.43402 5.71064
H 13.22231 2.28167 7.46572
H 14.06006 1.00532 6.55983
H 9.54531 2.89941 5.67657
H 11.05683 3.84037 5.76647
H 9.62697 4.36213 6.67444
H 10.42012 -0.94869 9.35571
H 9.57889 0.59781 9.63090
H 10.99998 0.17313 10.60095
C -6.47949 2.33276 -1.10059
O -7.71479 1.66203 -1.33885
P -8.90823 1.80050 -0.29073
O -10.13649 1.09043 -0.67625
O -9.07607 3.37849 -0.09098
C -9.52538 4.12997 -1.21813
O -8.25172 1.34134 1.08752
C -9.11710 0.73478 2.05403
H -6.29958 3.03098 -1.91888
H -6.47830 2.88339 -0.15875
H -5.67638 1.59588 -1.08352
H -10.18938 3.54183 -1.85373
H -8.66540 4.46603 -1.80155
H -10.06582 5.00334 -0.85743
H -9.26392 -0.31536 1.80201
H -10.08215 1.23969 2.09658
H -8.64141 0.80154 3.03097
```

Output
Lowest unoccupied orbital energy = 0.172 eV
Gap between HOMO and LUMO = 8.99 eV



[4]
C24H43NP2Ti | ωB97M-V/def2-TZVPD

Structure (XYZ):
```
71
C24H43NP2Ti, DFT ωB97M-V/def2-TZVPD
P 1.60032 -1.81939 -1.19416
P -2.77196 -1.19727 0.45883
C -0.39518 -2.91484 -0.20776
C -1.89680 -2.64831 -0.34047
H 0.02334 -2.94254 0.79356
H -0.13061 -3.76442 -0.88847
H -2.20390 -2.50782 -1.45802
H -2.35015 -3.63467 -0.08809
C -3.06198 -2.13023 1.93282
H -3.21904 -1.48490 2.78767
H -2.24596 -2.82448 2.13534
H -3.94787 -2.73979 1.78077
C -4.38358 -0.83768 -0.21058
H -5.07841 -1.65600 -0.00441
H -4.38883 -0.70763 -1.30044
H -4.79737 0.06643 0.24943
C 2.75972 -2.98492 -0.48074
H 3.68020 -2.44504 -0.31918
H 2.92054 -3.83514 -1.13078
H 2.37498 -3.37073 0.46966
C 1.70962 -1.87406 -3.02407
H 0.80400 -1.48546 -3.54859
H 1.86872 -2.90148 -3.36154
H 2.58261 -1.26465 -3.29992
Ti -0.69165 -1.39087 -1.45095
C -3.21983 -4.31446 -2.21995
C -2.97138 -4.87035 -0.99217
C -2.21724 -6.15340 -0.75127
C -0.92047 -6.36584 -1.59791
C -0.19034 -5.14373 -2.06697
C -0.52323 -4.42068 -3.15223
C -1.57740 -4.88222 -4.12279
C -3.01322 -5.03059 -3.49589
C 1.60129 -0.03087 -0.62803
H -3.73542 -3.36448 -2.27973
H -3.63818 -4.70676 -0.12879
H -2.90593 -6.97862 -0.99309
H -2.01804 -6.23783 0.33393
H -0.24253 -6.99104 -1.01062
H -1.22427 -6.94590 -2.48096
H 0.78236 -5.01550 -1.56946
H 0.04128 -3.54809 -3.47390
H -1.30263 -5.87467 -4.52246
H -1.58643 -4.18073 -4.97095
H -3.76824 -4.69832 -4.22893
H -3.19860 -6.09665 -3.30404
H 0.60048 0.43524 -0.64812
H 2.27168 0.52806 -1.30829
H 2.00052 0.06061 0.40147
C -1.61064 4.80144 0.66847
N -0.92563 3.65957 0.13403
C 0.50389 3.67991 0.25544
C -1.64354 2.41100 -0.00576
C -1.60043 1.39800 1.11398
C -1.78731 1.97891 2.36209
C -1.34600 1.36668 3.53794
C -0.64931 0.16045 3.36013
C -0.56683 -0.46692 2.11249
C -1.39042 -0.08040 0.92182
H -1.13937 5.71749 0.28151
H -1.54256 4.82614 1.77175
H -2.66865 4.76779 0.37707
H 0.82180 3.29645 1.23765
H 0.97996 3.07879 -0.52489
H 0.83146 4.72551 0.17054
H -2.71401 2.64964 -0.15264
H -1.25337 1.89760 -0.89753
H -2.26013 2.97429 2.45005
H -1.48789 1.84528 4.51938
H -0.17812 -0.28256 4.24937
H 0.14414 -1.30748 2.05317
```

Output
Lowest unoccupied orbital energy (spin up / spin down) = -0.129 / -0.254 eV
Gap between HOMO and LUMO (spin up / spin down) = 4.03 / 3.69 eV
Multiplicity = 3
Expectation value of S² = 2.076



no.,energy (eV)
1,-87889.9331
2,-73817.3270
3,-161230.1969
4,-68753.7623